Here is a molecular structure, C30H59N4O2PPtS3 from the Open Molecules 2025 dataset. Energies are from the ωB97M-V functional and the def2-TZVPD basis.

```
100
Properties=species:S:1:pos:R:3:forces:R:3:lowdin_charge:R:1
Pt 1.599 -0.766 -0.299 0.26 -0.07 -0.12 0.666
N 1.221 -1.120 1.741 0.06 0.12 0.08 -0.076
C -0.037 -1.880 2.023 -0.01 -0.10 0.00 -0.268
C 0.161 -2.673 3.322 0.00 0.02 0.00 -0.128
C -0.997 -3.537 3.831 0.01 0.02 -0.04 -0.149
C -2.317 -2.820 4.119 0.05 0.02 0.05 -0.158
N -3.048 -2.615 2.877 0.27 -0.15 -0.33 0.085
C -4.345 -2.447 2.772 -0.12 0.03 -0.04 -0.446
N -5.126 -2.249 3.840 0.05 0.00 -0.03 0.221
N -4.890 -2.445 1.545 0.02 0.01 0.02 0.211
C -0.390 -2.774 0.805 -0.42 0.06 0.13 -0.646
O -1.618 -3.006 0.658 0.05 -0.05 0.16 -0.021
O 0.548 -3.154 0.090 -0.11 -0.37 -0.02 -0.081
H 1.991 -1.712 2.046 0.01 0.02 0.02 0.064
H 1.258 -0.288 2.323 -0.02 -0.01 0.01 0.089
H -0.827 -1.141 2.147 0.01 -0.03 0.01 0.103
H 0.444 -1.966 4.110 -0.01 0.01 -0.01 0.128
H 1.019 -3.337 3.172 0.01 0.00 0.02 0.132
H -0.661 -3.991 4.764 0.00 -0.02 -0.01 0.126
H -1.190 -4.360 3.140 0.00 0.00 -0.01 0.131
H -2.135 -1.865 4.626 -0.01 0.00 -0.01 0.128
H -2.910 -3.445 4.791 0.01 -0.01 0.00 0.127
H -2.513 -2.788 1.976 -0.07 0.14 0.18 0.091
H -4.734 -2.207 4.764 0.00 0.00 0.01 0.115
H -6.127 -2.208 3.756 0.00 0.00 0.00 0.130
H -4.329 -2.766 0.770 -0.01 0.01 -0.01 0.123
H -5.885 -2.398 1.418 0.00 0.00 0.00 0.126
C 4.589 -0.426 -3.350 0.01 0.02 -0.04 -0.505
C 3.096 -0.240 -3.570 0.00 0.01 0.04 -0.444
S 1.831 -1.065 -2.560 -0.02 -0.07 -0.06 0.844
C 2.249 -2.827 -2.555 -0.03 -0.01 -0.03 -0.441
C 3.417 -3.226 -1.672 0.04 -0.09 0.05 -0.427
S 3.301 -2.477 -0.020 -0.03 0.53 0.02 0.898
C 4.849 -1.533 0.291 0.06 -0.21 -0.06 -0.465
C 5.767 -1.191 -0.869 0.01 0.08 -0.05 -0.512
S 5.275 0.266 -1.827 -0.12 0.00 0.05 0.919
H 5.073 0.115 -4.166 0.01 -0.02 0.00 0.087
H 4.900 -1.463 -3.464 -0.02 -0.02 0.02 0.075
H 2.840 -0.564 -4.582 0.00 0.02 -0.01 0.097
H 2.828 0.815 -3.499 0.00 0.01 0.03 0.075
H 2.409 -3.143 -3.587 0.01 0.02 -0.01 0.109
H 1.330 -3.290 -2.188 0.02 0.01 -0.01 0.074
H 4.375 -2.965 -2.107 -0.02 0.01 0.00 0.053
H 3.401 -4.305 -1.523 -0.01 0.00 -0.01 0.102
H 5.390 -2.107 1.043 0.04 -0.05 -0.05 0.084
H 4.497 -0.609 0.750 0.03 -0.03 0.08 0.062
H 5.942 -2.023 -1.549 0.05 -0.02 0.06 0.072
H 6.745 -0.954 -0.449 -0.02 0.06 0.02 0.087
C -2.786 2.384 2.621 -0.02 0.00 0.01 -0.177
C -1.304 2.696 2.887 0.00 -0.01 0.01 -0.164
C -0.383 1.778 2.068 0.01 0.02 0.01 -0.197
C -1.021 1.516 0.698 -0.02 -0.01 0.01 -0.392
C -2.278 0.636 0.871 0.02 -0.02 0.01 -0.182
C -2.968 0.924 2.217 -0.02 0.00 -0.03 -0.187
P 0.113 0.968 -0.642 0.01 0.11 0.02 0.956
C 1.114 2.438 -1.112 -0.02 0.03 -0.02 -0.404
C 0.335 3.776 -1.253 -0.01 0.00 0.03 -0.175
C 0.760 4.787 -0.191 -0.02 0.00 0.00 -0.188
C 2.247 5.129 -0.314 0.01 0.01 -0.01 -0.173
C 3.097 3.883 -0.632 0.00 0.02 -0.01 -0.176
C 2.368 2.604 -0.235 0.01 0.07 -0.01 -0.236
C -0.930 0.599 -2.109 -0.01 0.01 0.00 -0.439
C -1.545 -0.809 -2.095 0.01 0.02 -0.01 -0.224
C -1.957 -1.196 -3.522 0.00 0.02 0.01 -0.172
C -2.502 0.012 -4.306 0.00 0.00 0.00 -0.183
C -3.094 1.047 -3.356 0.00 0.00 0.00 -0.182
C -1.994 1.661 -2.477 0.00 -0.02 -0.02 -0.182
H -3.171 3.020 1.818 0.01 0.00 0.00 0.120
H -3.382 2.621 3.502 0.00 0.00 0.00 0.117
H -1.077 2.569 3.947 0.00 0.01 0.00 0.118
H -1.092 3.740 2.648 0.00 0.00 -0.01 0.111
H -0.283 0.831 2.604 0.01 0.01 0.00 0.085
H 0.612 2.217 1.990 -0.05 -0.02 0.03 0.092
H -1.353 2.494 0.332 0.00 -0.01 -0.02 0.103
H -2.030 -0.425 0.793 -0.04 0.00 -0.04 0.078
H -2.977 0.837 0.059 0.00 0.05 -0.01 0.108
H -2.560 0.275 3.001 0.02 0.01 0.02 0.098
H -4.028 0.679 2.136 0.00 -0.03 0.01 0.111
H 1.474 2.155 -2.110 0.00 -0.04 -0.01 0.097
H -0.743 3.626 -1.209 0.01 0.01 -0.03 0.080
H 0.531 4.192 -2.244 0.03 0.01 0.01 0.128
H 0.542 4.381 0.803 0.01 0.00 0.00 0.097
H 0.158 5.691 -0.285 -0.01 0.00 0.00 0.121
H 2.590 5.596 0.610 0.00 -0.01 0.01 0.114
H 2.381 5.873 -1.101 0.00 0.01 0.01 0.115
H 4.061 3.937 -0.126 0.00 0.00 -0.01 0.115
H 3.318 3.837 -1.703 -0.01 0.00 0.01 0.117
H 2.105 2.655 0.825 0.04 -0.01 -0.05 0.095
H 3.013 1.736 -0.361 0.07 -0.08 -0.01 0.050
H -0.187 0.601 -2.916 0.00 0.01 0.01 0.078
H -2.420 -0.815 -1.444 0.00 -0.01 0.03 0.100
H -0.861 -1.553 -1.678 -0.03 0.02 -0.01 0.069
H -2.710 -1.983 -3.469 0.00 0.00 0.00 0.117
H -1.100 -1.623 -4.048 0.00 0.00 0.00 0.103
H -3.243 -0.314 -5.035 0.00 0.00 0.00 0.116
H -1.699 0.484 -4.882 0.00 0.00 0.00 0.115
H -3.856 0.573 -2.731 0.00 0.00 0.00 0.116
H -3.599 1.842 -3.906 0.00 0.00 0.00 0.119
H -2.446 2.109 -1.590 -0.01 0.00 0.02 0.094
H -1.510 2.474 -3.021 -0.01 -0.01 0.00 0.114
```
Forces are in eV/Å.

## Properties
Relative energy (zero: lowest compared OMol25 entry of this formula, charge and spin) (eV): 0.0000
Gap between HOMO and LUMO (eV): 8.70
2S+1: 1
E_HOMO (eV): -13.586
Charge: +2